# 1
Computed, not measured: 5 unconnected molecules or ions with the total composition C14H35N11O10P, with ωB97M-V/def2-TZVPD.

Values from the calculation:
LUMO: -3.1 eV
gap between HOMO and LUMO: 8.2646 eV
net charge: +1

Atoms and positions in Å:
C1 -3.091 0.746 -1.457
O1 -1.833 0.676 -2.146
C2 -0.880 1.581 -1.695
C3 -0.170 1.045 -0.435
O2 -0.074 2.051 0.562
C4 0.792 1.728 1.634
P1 0.012 2.443 3.151
O3 -1.417 2.153 3.150
O4 0.259 4.026 3.102
O5 0.805 1.937 4.428
C5 1.144 0.239 1.724
N1 2.032 -0.153 2.772
C6 1.662 -1.084 3.589
C7 0.310 -1.190 4.213
C8 2.663 -2.111 4.004
N2 1.913 -0.043 0.443
C9 1.214 0.521 -0.773
O6 1.093 -0.545 -1.715
C10 1.742 -0.337 -2.831
N3 2.191 -0.024 -3.841
H1 -3.204 1.685 -0.913
H2 -3.911 0.688 -2.167
H3 -3.184 -0.081 -0.758
H4 -1.287 2.573 -1.482
H5 -0.148 1.701 -2.502
H6 -0.797 0.225 -0.070
H7 1.740 2.271 1.457
H8 0.880 4.299 2.412
H9 0.366 2.234 5.241
H10 0.260 -0.399 1.704
H11 -0.003 -2.233 4.283
H12 -0.458 -0.664 3.642
H13 0.339 -0.759 5.213
H14 2.613 -2.322 5.073
H15 2.357 -3.032 3.499
H16 3.673 -1.819 3.735
H17 2.808 0.443 0.560
H18 2.142 -1.037 0.329
H19 1.840 1.301 -1.206
C11 5.094 3.153 4.723
O7 6.228 3.407 5.065
N4 4.190 4.124 4.378
N5 4.614 1.868 4.647
H20 3.255 3.921 4.087
H21 4.495 5.079 4.422
H22 5.251 1.131 4.887
H23 3.677 1.636 4.374
C12 0.485 -1.647 -7.257
O8 -0.043 -2.532 -6.605
N6 0.298 -1.517 -8.605
N7 1.303 -0.714 -6.682
H24 0.724 -0.798 -9.157
H25 -0.297 -2.189 -9.052
H26 1.458 -0.793 -5.695
H27 1.747 0.029 -7.186
C13 0.287 -4.223 -2.149
O9 1.433 -4.184 -1.719
N8 -0.383 -3.073 -2.455
N9 -0.393 -5.386 -2.335
H28 -1.326 -3.022 -2.791
H29 0.159 -2.243 -2.332
H30 0.087 -6.239 -2.116
H31 -1.328 -5.429 -2.694
C14 -6.626 0.090 -0.361
O10 -5.434 0.087 -0.086
N10 -7.372 1.231 -0.348
N11 -7.298 -1.047 -0.700
H32 -8.349 1.257 -0.568
H33 -6.906 2.083 -0.096
H34 -6.777 -1.903 -0.715
H35 -8.274 -1.067 -0.927

---

# 2
Computed, not measured: 5 unconnected molecules or ions with the total composition C36H63N6O7PS, with ωB97M-V/def2-TZVPD.

Values from the calculation:
LUMO: 0.5 eV
gap between HOMO and LUMO: 9.5189 eV
SMILES: CC(=O)OCCCC[C@]1(CCCCSc2nnco2)CC[C@](CC(C)C)(P(=O)(O)O)O1.CCCC#N.CCCC#N.CCCC#N.CCCC#N
net charge: 0

Atoms and positions in Å:
C1 5.922 -0.392 0.416
C2 5.259 0.923 0.760
O1 5.550 1.498 1.795
O2 4.333 1.362 -0.111
C3 4.115 2.786 -0.054
C4 2.997 3.151 0.933
C5 1.651 2.888 0.277
C6 0.452 3.413 1.087
C7 -0.643 2.337 1.263
C8 -1.162 2.045 -0.161
C9 -2.487 1.266 -0.310
C10 -2.345 -0.257 -0.502
C11 -2.636 -0.695 -1.938
S1 -3.450 -2.329 -2.092
C12 -2.170 -3.482 -2.028
N1 -1.485 -3.976 -3.004
N2 -0.571 -4.835 -2.503
C13 -0.743 -4.840 -1.221
O3 -1.725 -4.034 -0.859
C14 -1.713 2.639 2.305
C15 -1.980 1.244 2.857
C16 -0.570 0.584 2.893
C17 -0.474 -0.910 2.474
C18 0.659 -1.220 1.500
C19 2.057 -0.960 2.084
C20 0.567 -2.745 1.161
P1 -0.019 0.850 4.644
O4 -0.511 2.108 5.195
O5 -0.563 -0.377 5.539
O6 1.596 0.828 4.752
O7 0.126 1.306 1.911
H1 5.494 -1.140 1.076
H2 6.966 -0.268 0.673
H3 5.794 -0.651 -0.628
H4 5.033 3.335 0.124
H5 3.756 3.047 -1.046
H6 3.153 2.521 1.802
H7 3.150 4.194 1.209
H8 1.588 1.818 0.098
H9 1.639 3.340 -0.716
H10 0.827 3.619 2.089
H11 0.067 4.325 0.637
H12 -0.415 1.536 -0.766
H13 -1.290 3.021 -0.625
H14 -3.184 1.454 0.484
H15 -2.964 1.655 -1.209
H16 -1.345 -0.590 -0.230
H17 -3.048 -0.760 0.160
H18 -3.305 -0.016 -2.459
H19 -1.713 -0.741 -2.514
H20 -0.176 -5.401 -0.509
H21 -1.415 3.377 3.036
H22 -2.557 3.003 1.718
H23 -2.505 1.303 3.806
H24 -2.631 0.605 2.262
H25 -1.420 -1.254 2.055
H26 -0.288 -1.525 3.357
H27 0.595 -0.697 0.554
H28 2.093 -0.052 2.676
H29 2.730 -0.778 1.245
H30 2.465 -1.810 2.625
H31 0.321 -2.838 0.106
H32 -0.198 -3.223 1.766
H33 1.543 -3.190 1.303
H34 -0.048 -1.184 5.421
H35 1.907 -0.027 5.075
C21 2.453 -5.790 2.459
C22 3.576 -6.235 3.386
C23 3.311 -5.831 4.842
C24 3.183 -4.374 4.966
N3 3.083 -3.230 5.051
H36 2.368 -4.705 2.449
H37 2.647 -6.112 1.435
H38 1.493 -6.209 2.770
H39 4.517 -5.801 3.044
H40 3.689 -7.319 3.336
H41 4.124 -6.167 5.485
H42 2.387 -6.287 5.201
C25 -6.020 2.306 -3.694
C26 -6.635 0.963 -3.325
C27 -7.242 0.951 -1.917
C28 -6.221 1.231 -0.904
N4 -5.401 1.451 -0.125
H43 -5.189 2.563 -3.032
H44 -5.630 2.278 -4.711
H45 -6.761 3.106 -3.638
H46 -5.872 0.184 -3.400
H47 -7.411 0.719 -4.042
H48 -7.683 -0.022 -1.703
H49 -8.028 1.703 -1.833
C29 -9.205 5.304 -6.389
C30 -10.561 4.620 -6.248
C31 -10.597 3.602 -5.103
C32 -9.613 2.538 -5.321
N5 -8.833 1.708 -5.493
H50 -8.419 4.587 -6.628
H51 -9.232 6.039 -7.193
H52 -8.929 5.821 -5.468
H53 -10.812 4.123 -7.186
H54 -11.329 5.374 -6.070
H55 -11.585 3.148 -5.028
H56 -10.378 4.089 -4.152
C33 12.046 -1.661 0.135
C34 11.291 -0.914 -0.959
C35 9.782 -0.843 -0.700
C36 9.199 -2.187 -0.635
N6 8.758 -3.249 -0.589
H57 11.726 -2.701 0.202
H58 13.116 -1.662 -0.074
H59 11.892 -1.192 1.108
H60 11.473 -1.401 -1.919
H61 11.681 0.102 -1.037
H62 9.285 -0.289 -1.497
H63 9.581 -0.330 0.243

---

# 3
Computed, not measured: a molecular structure, C26H19N4O6PtS, with ωB97M-V/def2-TZVPD.

Values from the calculation:
relative energy (zero: lowest compared OMol25 entry of this formula, charge and spin): 2.2726 eV
LUMO (alpha / beta): -5.8 / -5.8 eV
gap between HOMO and LUMO (alpha / beta): 4.7590 / 4.7451 eV
net charge: +1

Atoms and positions in Å:
Pt1 -0.305 1.392 -0.168
O1 -0.772 4.622 2.443
C1 -0.529 3.549 1.955
N1 0.278 3.260 0.880
C2 1.402 3.920 0.570
C3 1.938 5.046 1.249
C4 3.122 5.559 0.820
C5 3.826 4.992 -0.287
C6 3.350 3.905 -0.954
C7 2.129 3.328 -0.523
N2 1.480 2.287 -1.064
C8 1.825 1.686 -2.253
O2 2.906 1.630 -2.783
C9 0.569 1.198 -2.923
C10 0.587 0.680 -4.195
C11 -0.620 0.366 -4.800
C12 -1.798 0.612 -4.117
C13 -1.741 1.117 -2.835
N3 -0.575 1.405 -2.236
C14 -0.979 2.251 2.564
C15 -1.584 2.216 3.800
C16 -1.840 0.984 4.382
C17 -1.462 -0.165 3.709
C18 -0.872 -0.055 2.466
N4 -0.641 1.134 1.896
H1 1.397 5.484 2.073
H2 3.538 6.423 1.321
H3 4.765 5.434 -0.593
H4 3.885 3.465 -1.779
H5 1.541 0.548 -4.686
H6 -0.641 -0.058 -5.795
H7 -2.762 0.403 -4.560
H8 -2.638 1.331 -2.270
H9 -1.822 3.153 4.282
H10 -2.314 0.923 5.352
H11 -1.623 -1.146 4.133
H12 -0.562 -0.928 1.911
O3 -3.044 0.562 0.088
C19 -1.936 0.219 -0.132
C20 -0.356 -7.348 1.242
C21 -0.388 -5.947 0.697
C22 -1.541 -5.433 0.103
C23 -1.572 -4.149 -0.408
C24 -0.425 -3.368 -0.303
C25 0.741 -3.848 0.281
C26 0.746 -5.141 0.775
S1 -0.397 -1.782 -0.999
O4 -0.608 -1.819 -2.407
O5 -1.741 -1.178 -0.334
O6 0.707 -1.022 -0.464
H13 -1.348 -7.796 1.246
H14 0.031 -7.358 2.261
H15 0.299 -7.977 0.637
H16 -2.426 -6.053 0.035
H17 -2.467 -3.759 -0.875
H18 1.621 -3.221 0.344
H19 1.648 -5.532 1.229